Computed, not measured: 2 unconnected molecules or ions with the total composition C5H8O, with the ωB97M-V functional and the def2-TZVPD basis.

Geometry as XYZ:
```
14
Properties=species:S:1:pos:R:3:forces:R:3:mulliken_charge:R:1
O 1.097 0.701 1.562 0.0 0.0 0.2 -0.440
C 1.276 0.120 0.263 0.1 -0.1 -0.2 -0.002
C 0.621 -1.218 0.134 -0.2 0.0 0.1 -0.606
C -0.695 -1.100 0.321 0.2 0.0 0.0 -0.380
C -1.119 0.340 0.521 0.0 0.0 0.0 -0.697
C 0.204 1.088 0.528 -0.2 0.1 -0.1 -0.173
H -0.343 -0.015 -2.515 0.1 0.1 0.0 0.101
H 2.209 0.370 -0.237 -0.1 -0.1 0.1 0.457
H 1.162 -2.141 -0.045 -0.1 0.1 0.0 0.413
H -1.756 0.688 -0.303 0.1 -0.1 0.1 0.328
H 0.256 2.137 0.239 0.0 -0.2 0.0 0.424
H -1.679 0.486 1.452 0.1 0.0 -0.1 0.304
H 0.171 0.467 -2.270 -0.1 -0.1 -0.1 -0.103
H -1.401 -1.925 0.350 0.1 0.1 0.0 0.376
```
Positions in Å, forces in eV/Å.

The value obtained for the largest force on an atom is 0.28 eV/A. Its HOMO energy is -9.5 eV. The relative energy (zero: lowest compared OMol25 entry of this formula, charge and spin) comes out at 63.6 kcal per mole. As for the SMILES: C1=C[C@@H]2O[C@@H]2C1.[H][H]. The calculation puts the frontier orbital gap at 10.72 eV.

=====

Computed, not measured: a single C5H8O molecule at a distorted geometry, with the ωB97M-V functional and the def2-TZVPD basis.

Geometry as XYZ:
```
14
Properties=species:S:1:pos:R:3:forces:R:3:mulliken_charge:R:1
O -2.217 1.304 0.769 0.2 0.1 0.1 -0.491
C 0.278 -0.078 0.051 0.4 -0.9 -0.6 -0.085
C -1.053 -0.441 -0.423 -0.3 -0.1 -0.2 -0.182
C 1.458 -0.226 -0.174 -0.6 0.2 0.0 0.024
C 2.853 0.102 -0.259 0.2 0.1 0.3 -1.028
C -2.223 -0.073 0.466 -0.1 -0.3 -0.1 -0.437
H -2.200 -0.690 1.380 0.0 0.2 -0.1 0.257
H -1.129 0.064 -1.392 -0.4 -0.2 0.0 0.218
H 3.045 0.762 -1.125 0.1 0.0 0.8 0.239
H -1.309 1.515 1.030 -0.2 0.1 0.0 0.335
H 3.594 -0.693 -0.231 -0.3 -0.3 -0.1 0.299
H -3.155 -0.284 -0.068 0.1 0.1 0.2 0.294
H -0.988 -1.523 -0.582 -0.5 0.1 -0.1 0.298
H 2.819 0.553 0.738 1.4 0.9 -0.2 0.259
```
Positions in Å, forces in eV/Å.

The value obtained for the largest force on an atom is 1.67 eV/A. Its HOMO energy is -9.5 eV. The relative energy (zero: lowest compared OMol25 entry of this formula, charge and spin) comes out at 64.2 kcal per mole. As for the SMILES: CC#CCCO. The calculation puts the frontier orbital gap at 10.17 eV.

=====

Computed, not measured: 2 unconnected molecules or ions with the total composition C5H8O, with the ωB97M-V functional and the def2-TZVPD basis.

Geometry as XYZ:
```
14
Properties=species:S:1:pos:R:3:forces:R:3:mulliken_charge:R:1
O -1.291 0.204 0.082 0.1 0.0 0.0 -0.377
C 0.840 1.281 0.238 -0.2 0.0 0.0 -0.419
C 1.517 0.329 -0.714 0.0 0.0 0.0 -0.282
C -0.699 -0.797 -0.644 0.2 -0.1 -0.1 -0.184
C -0.448 1.179 0.550 0.2 0.1 0.0 -0.199
C 0.574 -0.805 -1.025 -0.2 0.0 0.0 -0.440
H 0.936 -1.665 -1.581 -0.1 0.1 0.1 0.325
H -2.252 -1.144 1.777 0.0 -0.1 0.1 -0.243
H -0.974 1.851 1.218 0.1 -0.1 -0.1 0.367
H -2.471 -1.728 2.184 0.0 0.0 0.0 0.227
H 2.452 -0.054 -0.280 -0.1 0.1 0.0 0.274
H 1.412 2.087 0.687 -0.1 -0.1 -0.1 0.321
H 1.812 0.851 -1.637 0.0 -0.1 0.1 0.246
H -1.409 -1.589 -0.854 0.1 0.1 0.0 0.382
```
Positions in Å, forces in eV/Å.

The value obtained for the largest force on an atom is 0.26 eV/A. Its HOMO energy is -8.4 eV. The relative energy (zero: lowest compared OMol25 entry of this formula, charge and spin) comes out at 51.9 kcal per mole. As for the SMILES: C1=COC=CC1.[H][H]. The calculation puts the frontier orbital gap at 9.47 eV.

=====

Computed, not measured: a molecular structure, C5H8O, with the ωB97M-V functional and the def2-TZVPD basis.

Geometry as XYZ:
```
14
Properties=species:S:1:pos:R:3:forces:R:3:mulliken_charge:R:1
O -0.679 1.887 -1.381 0.1 -0.1 0.2 -0.624
C -0.166 1.370 -0.390 0.0 -0.1 -0.1 0.808
C -0.635 -0.942 -0.329 0.3 0.2 -0.2 -0.059
C 1.111 1.384 0.143 0.0 0.2 0.0 -1.250
C -1.150 0.249 0.325 -0.1 0.0 0.1 -0.676
C 0.662 -1.368 0.002 -0.1 -0.1 0.0 -0.537
H -2.188 0.476 0.089 0.2 0.0 0.0 0.326
H -0.957 0.284 1.400 0.0 0.0 -0.1 0.311
H 1.235 -2.013 -0.659 -0.1 0.1 0.1 0.303
H -0.443 -2.067 0.328 0.0 -0.1 0.1 0.195
H 1.874 1.954 -0.376 -0.1 -0.1 0.1 0.284
H -1.048 -1.260 -1.285 0.0 0.0 0.2 0.358
H 1.090 -1.076 0.951 -0.1 0.0 -0.1 0.255
H 1.296 1.123 1.180 -0.1 0.0 -0.1 0.306
```
Positions in Å, forces in eV/Å.

The value obtained for the largest force on an atom is 0.39 eV/A. Its HOMO energy (spin up / spin down) is -7.1 / -7.1 eV. The relative energy (zero: lowest compared OMol25 entry of this formula, charge and spin) comes out at 116.8 kcal per mole. The calculation puts the frontier orbital gap (spin up / spin down) at 6.47 / 6.47 eV.

=====

Computed, not measured: a single C5H8O molecule at a distorted geometry, with the ωB97M-V functional and the def2-TZVPD basis.

Geometry as XYZ:
```
14
Properties=species:S:1:pos:R:3:forces:R:3:mulliken_charge:R:1
O 0.943 -1.654 -0.072 0.3 -0.8 -0.2 -0.481
C 1.751 -0.522 -0.257 -0.2 0.3 0.1 -0.124
C 0.106 1.441 0.485 -0.1 0.5 0.1 -0.168
C 1.333 0.709 -0.050 -0.9 -1.2 0.2 -0.521
C -1.540 -0.184 -0.613 0.1 0.1 0.0 -1.170
C -0.603 0.211 0.492 0.1 0.1 -0.1 0.026
H -1.818 -1.243 -0.620 0.3 0.2 0.1 0.303
H 1.263 -2.106 0.714 0.1 -0.3 0.0 0.299
H -2.466 0.399 -0.487 0.1 -0.1 -0.1 0.329
H -0.234 2.171 -0.241 0.0 0.3 0.1 0.224
H -1.127 0.068 -1.593 0.0 0.0 0.1 0.319
H 2.748 -0.780 -0.631 -0.3 0.3 0.1 0.383
H -0.700 -0.363 1.415 0.5 0.2 -0.3 0.331
H 0.344 1.853 1.460 -0.1 0.3 -0.1 0.249
```
Positions in Å, forces in eV/Å.

The value obtained for the largest force on an atom is 1.53 eV/A. Its HOMO energy (spin up / spin down) is -7.7 / -7.7 eV. The relative energy (zero: lowest compared OMol25 entry of this formula, charge and spin) comes out at 104.9 kcal per mole. The calculation puts the frontier orbital gap (spin up / spin down) at 8.49 / 8.49 eV.

=====

Computed, not measured: a molecular structure, C5H8O at a distorted geometry, with the ωB97M-V functional and the def2-TZVPD basis.

Geometry as XYZ:
```
14
Properties=species:S:1:pos:R:3:forces:R:3:mulliken_charge:R:1
O -1.514 -0.341 1.305 0.2 -0.1 0.3 -0.387
C -1.474 -0.419 -0.064 -1.4 -0.5 -0.3 0.136
C -0.240 -1.115 -0.586 -0.3 0.4 0.2 -0.914
C -0.871 0.767 0.666 -0.1 -0.7 -2.2 -0.522
C 0.337 0.292 -0.334 0.5 0.5 0.7 0.523
C 1.649 0.426 0.346 0.4 0.1 0.1 -1.400
H -1.551 1.628 0.624 0.9 0.0 0.0 0.321
H 1.562 -0.139 1.278 0.4 0.1 0.0 0.312
H 0.238 0.838 -1.290 0.0 0.2 0.7 0.302
H -2.218 -0.066 -0.754 -1.2 -0.8 0.2 0.364
H 2.487 0.055 -0.247 0.1 0.1 0.1 0.367
H 0.179 -1.892 0.069 -0.4 0.3 0.0 0.278
H -0.340 -1.519 -1.603 0.3 0.5 0.2 0.279
H 1.757 1.484 0.590 0.4 0.0 0.1 0.341
```
Positions in Å, forces in eV/Å.

The value obtained for the largest force on an atom is 2.27 eV/A. Its HOMO energy is -8.7 eV. The relative energy (zero: lowest compared OMol25 entry of this formula, charge and spin) comes out at 88.5 kcal per mole. The calculation puts the frontier orbital gap at 9.86 eV.

=====

Computed, not measured: a single C5H8O molecule at a distorted geometry, with the ωB97M-V functional and the def2-TZVPD basis.

Geometry as XYZ:
```
14
Properties=species:S:1:pos:R:3:forces:R:3:mulliken_charge:R:1
O 0.484 1.571 1.996 -0.1 0.0 0.3 -0.296
C -0.032 -0.335 -0.628 -0.6 1.4 -0.2 0.664
C 1.041 0.444 0.027 -0.1 0.5 0.1 -0.433
C -0.584 -1.289 0.356 0.7 -2.0 -1.4 -1.105
C -0.585 -0.043 -1.797 0.1 0.0 -0.1 -1.001
C -0.006 1.217 0.837 0.9 1.1 0.3 -0.348
H -1.669 -1.430 0.405 0.5 -0.2 -0.4 0.263
H -0.245 2.034 2.435 0.3 0.0 0.2 0.453
H -0.114 0.702 -2.424 -0.1 0.0 -0.1 0.253
H 0.004 -1.932 -0.392 -1.4 -1.8 1.6 0.280
H 1.755 -0.137 0.635 -0.3 0.1 -0.2 0.245
H -1.550 -0.442 -2.100 0.3 -0.1 0.0 0.279
H -0.088 -1.447 1.316 -0.1 0.6 -0.2 0.369
H 1.589 1.088 -0.666 -0.1 0.2 0.1 0.377
```
Positions in Å, forces in eV/Å.

The value obtained for the largest force on an atom is 2.73 eV/A. Its HOMO energy is -8.4 eV. The relative energy (zero: lowest compared OMol25 entry of this formula, charge and spin) comes out at 114.9 kcal per mole. The calculation puts the frontier orbital gap at 9.19 eV.

=====

Computed, not measured: a single C5H8O molecule, with the ωB97M-V functional and the def2-TZVPD basis.

Geometry as XYZ:
```
14
Properties=species:S:1:pos:R:3:forces:R:3:mulliken_charge:R:1
O 0.503 1.446 0.032 0.3 0.2 0.4 -0.158
C -0.487 0.613 0.634 -0.2 -0.1 0.1 0.010
C 0.755 -1.303 -0.588 0.0 0.0 -0.1 -1.304
C -1.490 0.045 -0.312 -0.1 0.0 -0.1 -0.764
C 1.309 2.047 0.862 -0.1 0.0 -0.5 -0.445
C -0.404 -0.832 0.261 0.1 -0.1 0.1 0.175
H -0.715 -1.521 1.044 0.1 0.1 -0.1 0.334
H -0.734 0.933 1.641 0.1 0.0 -0.2 0.506
H 1.993 2.579 0.155 -0.1 0.0 0.2 0.185
H 0.911 -0.646 -1.449 0.0 -0.1 0.1 0.289
H -1.391 0.343 -1.352 0.0 -0.1 0.1 0.230
H 1.679 -1.307 -0.002 -0.1 0.0 -0.1 0.298
H -2.511 -0.081 0.035 0.2 0.0 0.0 0.265
H 0.581 -2.317 -0.960 0.0 0.1 0.0 0.380
```
Positions in Å, forces in eV/Å.

The value obtained for the largest force on an atom is 0.51 eV/A. Its HOMO energy is -8.7 eV. The relative energy (zero: lowest compared OMol25 entry of this formula, charge and spin) comes out at 93.7 kcal per mole. The calculation puts the frontier orbital gap at 9.51 eV.

=====

Computed, not measured: a molecular structure, C5H8O at a distorted geometry, with the ωB97M-V functional and the def2-TZVPD basis.

Geometry as XYZ:
```
14
Properties=species:S:1:pos:R:3:forces:R:3:mulliken_charge:R:1
O 0.979 -1.252 -0.128 -0.4 0.7 -0.3 -0.455
C -2.450 -0.112 -0.126 0.5 0.2 0.1 -0.744
C 0.982 0.889 0.132 -0.5 -1.0 -0.1 -0.629
C -0.013 -0.192 -0.378 0.5 -0.5 -0.3 0.329
C -1.249 -0.429 0.392 -1.4 -0.4 0.2 -0.252
C 1.994 -0.258 0.046 0.6 0.2 1.2 -0.346
H -2.576 0.324 -1.147 0.3 -0.4 1.0 0.223
H 2.665 -0.215 -0.798 0.2 0.1 -0.5 0.239
H 2.614 -0.437 0.946 -0.3 0.0 -0.3 0.255
H -3.351 -0.217 0.475 0.1 -0.1 -0.2 0.267
H 1.131 1.761 -0.468 0.1 0.4 -0.6 0.284
H 0.690 1.217 1.121 0.3 -0.1 0.4 0.260
H -1.167 -0.949 1.395 0.0 0.9 -1.2 0.272
H -0.249 -0.128 -1.464 0.2 0.0 0.6 0.295
```
Positions in Å, forces in eV/Å.

The value obtained for the largest force on an atom is 1.51 eV/A. Its HOMO energy is -9.5 eV. The relative energy (zero: lowest compared OMol25 entry of this formula, charge and spin) comes out at 48.1 kcal per mole. The calculation puts the frontier orbital gap at 10.70 eV.

=====

Computed, not measured: a single C5H8O molecule at a distorted geometry, with the ωB97M-V functional and the def2-TZVPD basis.

Geometry as XYZ:
```
14
Properties=species:S:1:pos:R:3:forces:R:3:mulliken_charge:R:1
O -0.766 1.363 -0.385 2.1 2.1 -3.5 -0.466
C 0.403 -0.647 -0.681 -0.4 0.1 -0.3 -0.226
C 1.359 -0.356 0.473 -0.1 -0.1 0.2 -0.575
C -0.901 0.157 -0.508 0.2 2.5 4.3 0.444
C -2.019 0.124 0.627 -0.4 -2.3 -0.2 -1.045
C 1.629 0.221 -0.872 -0.1 0.0 -0.3 -0.476
H 1.987 -1.166 0.836 -0.2 0.1 -0.1 0.273
H 0.991 0.324 1.237 0.1 -0.1 -0.1 0.222
H -1.895 -0.861 1.011 -1.1 -1.2 0.8 0.344
H 2.454 -0.178 -1.455 -0.2 0.0 0.1 0.259
H 0.441 -1.651 -1.098 -0.3 0.2 0.1 0.422
H -1.831 0.843 1.472 0.3 -0.7 -1.3 0.280
H -2.993 0.362 0.201 0.1 -0.5 0.1 0.327
H 1.435 1.281 -1.001 0.0 -0.2 0.0 0.217
```
Positions in Å, forces in eV/Å.

The value obtained for the largest force on an atom is 5.03 eV/A. Its HOMO energy is -8.7 eV. The relative energy (zero: lowest compared OMol25 entry of this formula, charge and spin) comes out at 75.6 kcal per mole. As for the SMILES: CC(=O)C1CC1. The calculation puts the frontier orbital gap at 9.34 eV.

=====

Computed, not measured: a molecular structure, C5H8O at a distorted geometry, with the ωB97M-V functional and the def2-TZVPD basis.

Geometry as XYZ:
```
14
Properties=species:S:1:pos:R:3:forces:R:3:mulliken_charge:R:1
O -0.936 1.252 2.173 -0.4 -0.2 -0.2 -0.593
C -1.042 0.668 1.124 -0.8 0.5 0.2 0.317
C -0.674 -0.094 -1.020 -0.1 -0.1 0.1 -0.416
C -1.703 0.462 -0.070 -0.3 0.2 0.1 -0.434
C 0.475 0.176 -0.084 0.2 -0.4 -0.1 -0.034
C 1.649 -0.729 0.121 0.1 -0.2 0.0 -1.243
H 2.264 -0.711 -0.785 0.0 -0.1 0.1 0.351
H 1.320 -1.753 0.308 0.2 0.0 -0.1 0.347
H 0.782 1.230 -0.150 -0.3 -0.4 0.4 0.345
H 2.267 -0.392 0.959 -0.1 -0.1 -0.1 0.347
H -0.608 0.519 -1.929 0.1 -0.1 0.2 0.267
H -2.653 0.913 -0.324 0.0 0.0 0.0 0.372
H -0.762 -1.145 -1.323 -0.1 0.2 0.1 0.251
H -0.378 -0.395 1.000 1.5 0.7 -0.5 0.123
```
Positions in Å, forces in eV/Å.

The value obtained for the largest force on an atom is 1.71 eV/A. Its HOMO energy is -8.3 eV. The relative energy (zero: lowest compared OMol25 entry of this formula, charge and spin) comes out at 90.1 kcal per mole. The calculation puts the frontier orbital gap at 8.86 eV.

=====

Computed, not measured: 2 unconnected molecules or ions with the total composition C5H8O, with the ωB97M-V functional and the def2-TZVPD basis.

Geometry as XYZ:
```
14
Properties=species:S:1:pos:R:3:forces:R:3:mulliken_charge:R:1
O -1.416 -0.304 1.263 0.3 -0.1 -0.1 -0.379
C -1.259 0.760 0.318 0.2 0.6 0.2 0.045
C -0.597 -1.076 -0.845 0.1 -0.3 0.0 -0.259
C -0.735 0.435 -0.923 -0.8 0.2 -0.2 -0.602
C -1.756 -0.774 -0.005 -0.2 -0.5 -0.1 0.037
C 2.175 0.671 0.359 0.0 0.1 0.0 -0.981
H 1.553 0.124 1.071 -0.1 0.0 -0.2 0.180
H 1.634 0.946 -0.552 0.0 -0.1 0.3 0.233
H -1.646 1.721 0.638 -0.2 -0.2 -0.1 0.345
H 0.286 -1.381 -0.308 0.1 -0.4 0.3 0.212
H 3.021 0.045 0.078 0.1 0.1 0.1 0.283
H -0.747 -1.610 -1.779 0.0 0.1 0.1 0.238
H -2.795 -1.046 -0.182 0.2 0.5 -0.1 0.344
H 2.502 1.585 0.854 0.2 -0.1 -0.1 0.302
```
Positions in Å, forces in eV/Å.

The value obtained for the largest force on an atom is 0.83 eV/A. Its HOMO energy is -8.5 eV. The relative energy (zero: lowest compared OMol25 entry of this formula, charge and spin) comes out at 123.6 kcal per mole. The calculation puts the frontier orbital gap at 9.56 eV.

=====

Repeat the sixth record exactly.
Computed, not measured: a molecular structure, C5H8O at a distorted geometry, with the ωB97M-V functional and the def2-TZVPD basis.

Geometry as XYZ:
```
14
Properties=species:S:1:pos:R:3:forces:R:3:mulliken_charge:R:1
O -1.514 -0.341 1.305 0.2 -0.1 0.3 -0.387
C -1.474 -0.419 -0.064 -1.4 -0.5 -0.3 0.136
C -0.240 -1.115 -0.586 -0.3 0.4 0.2 -0.914
C -0.871 0.767 0.666 -0.1 -0.7 -2.2 -0.522
C 0.337 0.292 -0.334 0.5 0.5 0.7 0.523
C 1.649 0.426 0.346 0.4 0.1 0.1 -1.400
H -1.551 1.628 0.624 0.9 0.0 0.0 0.321
H 1.562 -0.139 1.278 0.4 0.1 0.0 0.312
H 0.238 0.838 -1.290 0.0 0.2 0.7 0.302
H -2.218 -0.066 -0.754 -1.2 -0.8 0.2 0.364
H 2.487 0.055 -0.247 0.1 0.1 0.1 0.367
H 0.179 -1.892 0.069 -0.4 0.3 0.0 0.278
H -0.340 -1.519 -1.603 0.3 0.5 0.2 0.279
H 1.757 1.484 0.590 0.4 0.0 0.1 0.341
```
Positions in Å, forces in eV/Å.

The value obtained for the largest force on an atom is 2.27 eV/A. Its HOMO energy is -8.7 eV. The relative energy (zero: lowest compared OMol25 entry of this formula, charge and spin) comes out at 88.5 kcal per mole. The calculation puts the frontier orbital gap at 9.86 eV.

=====

relative energy (zero: lowest compared OMol25 entry of this formula, charge and spin) of number 5 (C5H8O)?
104.9 kcal per mole